No. 1
Formula: C27H38N5OSTi
Source: the Open Molecules 2025 dataset
Level of theory: ωB97M-V/def2-TZVPD

```
73
Properties=species:S:1:pos:R:3:forces:R:3
Ti -0.12878 0.83113 0.30003 0.0 -0.5 0.3
C -0.43089 4.64657 -0.26469 0.0 0.0 0.0
C 1.06637 4.34921 -0.16084 0.0 0.0 0.0
C 1.72624 4.49979 -1.52629 0.0 0.0 0.0
C 1.34246 3.00843 0.50017 0.0 0.0 0.0
C 2.16044 2.03153 -0.07465 0.0 0.0 0.0
C 2.46268 0.83769 0.59362 0.0 0.1 -0.1
C 1.98047 0.58995 1.88048 -0.1 0.0 0.0
C 2.33726 -0.65495 2.62917 0.0 0.0 0.0
C 1.14470 1.56051 2.45665 0.0 0.0 0.0
C 0.82768 2.73342 1.78053 0.0 0.0 0.1
H -0.58310 5.67464 -0.59151 0.0 0.0 0.0
H -0.95838 4.52367 0.68228 0.0 0.0 0.0
H -0.89424 3.99481 -1.00824 0.0 0.0 0.0
H 1.50807 5.09339 0.51095 0.0 0.0 0.0
H 1.34020 3.76296 -2.23762 0.0 0.0 0.0
H 2.81105 4.40159 -1.47839 0.0 0.0 0.0
H 1.50867 5.48727 -1.93042 0.0 0.0 0.0
H 2.58333 2.20076 -1.05517 0.0 0.0 0.0
H 3.10697 0.10788 0.11876 0.0 0.0 0.0
H 3.01551 -0.41266 3.44921 0.0 0.0 0.0
H 2.82909 -1.37799 1.98103 0.0 0.0 0.0
H 1.44121 -1.10841 3.05156 0.0 0.0 0.0
H 0.74221 1.38892 3.44791 0.0 0.0 0.0
H 0.18858 3.46228 2.26416 0.0 0.0 0.0
N -2.62987 2.20506 -1.71691 0.0 0.0 0.0
C -1.55214 1.73678 -2.44655 0.0 0.0 -0.1
C -1.65650 1.84123 -3.84471 0.0 0.0 0.0
C -0.62315 1.40564 -4.63025 0.0 0.0 0.0
C 0.50407 0.84934 -4.01868 0.0 0.0 0.0
C 0.52187 0.77756 -2.65438 0.1 0.0 0.0
N -0.47280 1.23121 -1.85370 -0.1 0.0 0.0
C -2.94404 2.18751 -0.37360 -0.1 0.0 0.0
C -4.17047 2.76214 -0.00185 0.0 0.0 0.0
C -4.55023 2.73776 1.31375 0.0 0.0 0.0
C -3.70862 2.14311 2.25908 0.0 0.0 0.0
C -2.52421 1.62069 1.82249 -0.1 0.0 0.0
N -2.12842 1.63583 0.52341 0.1 0.2 0.0
H -3.35170 2.61077 -2.29089 0.0 0.0 0.0
H -2.55086 2.26123 -4.28509 0.0 0.0 0.0
H -0.68813 1.48176 -5.70703 0.0 0.0 0.0
H 1.33715 0.47423 -4.59392 0.0 0.0 0.0
H 1.36217 0.32529 -2.14145 0.0 0.0 0.0
H -4.80269 3.20956 -0.75700 0.0 0.0 0.0
H -5.49503 3.17097 1.61272 0.0 0.0 0.0
H -3.97469 2.09289 3.30408 0.0 0.0 0.0
H -1.84019 1.13422 2.50719 0.0 0.0 0.0
C -1.91461 -1.63520 -0.52735 0.0 0.0 0.0
C -0.55806 -1.17323 -0.04245 0.1 0.1 -0.1
O -0.45911 -0.75613 1.27681 -0.1 0.1 -0.2
H -2.68927 -0.95307 -0.17316 0.0 0.0 0.0
H -2.17915 -2.63651 -0.17249 0.0 0.0 0.0
H -1.94305 -1.65126 -1.61772 0.0 0.0 0.0
C 3.15781 -4.78467 -1.33224 0.0 0.0 0.0
C 1.66564 -5.05820 -1.39416 0.0 0.0 0.0
N 0.99992 -4.84521 -0.10006 0.0 0.0 0.0
C 0.55157 -3.68730 0.35055 0.0 0.0 0.1
S 0.78962 -2.22330 -0.59795 0.0 -0.1 -0.1
N -0.05774 -3.58328 1.51709 -0.1 0.0 0.0
C -0.39945 -4.70868 2.39090 0.0 0.0 0.0
C 0.76384 -5.15966 3.26241 0.0 0.0 0.0
H 3.60553 -4.96871 -2.30808 0.0 0.0 0.0
H 3.64976 -5.43565 -0.60977 0.0 0.0 0.0
H 3.35928 -3.74891 -1.05634 0.0 0.0 0.0
H 1.46826 -6.09177 -1.67287 0.0 0.0 0.0
H 1.17064 -4.42523 -2.12950 0.0 0.0 0.0
H 0.97167 -5.63312 0.53062 0.0 0.0 0.0
H -0.29849 -2.63972 1.80559 0.0 0.0 0.0
H -0.78488 -5.52197 1.77090 0.0 0.0 0.0
H -1.23214 -4.37709 3.00814 0.0 0.0 0.0
H 1.62834 -5.47090 2.67371 0.0 0.0 0.0
H 0.46012 -6.00388 3.87950 0.0 0.0 0.0
H 1.08462 -4.35455 3.92254 0.0 0.0 0.0
```
Positions in Å, forces in eV/Å.

## Properties
Orbital gap (spin up / spin down): 7.8 / 8.0 eV
ΔE to the lowest compared entry with this formula, charge and spin: 0.00 kJ/mol
⟨S²⟩: 0.76
LUMO energy (spin up / spin down): -5.42 / -5.32 eV
Net charge: +2
Spin multiplicity: 2

---

No. 2
Formula: C5H7CrO3
Source: the Open Molecules 2025 dataset
Level of theory: ωB97M-V/def2-TZVPD

```
16
Properties=species:S:1:pos:R:3:forces:R:3
O 0.97203 1.01093 -0.81130 1.6 -0.6 -0.3
C 2.22586 0.88097 -0.42881 -3.6 -0.1 -1.1
O 2.55690 0.73587 0.78423 0.8 0.0 0.8
Cr 4.36558 0.61406 0.13685 0.3 0.0 -0.1
O 3.11336 0.86034 -1.32848 1.2 0.1 0.1
C -0.05447 0.97376 0.12717 -2.4 2.7 0.1
H 0.27976 1.10682 1.15577 -0.2 -0.6 -0.2
H -2.05397 1.52064 0.44106 0.1 -0.7 -0.2
C -1.31543 1.21612 -0.30108 2.4 0.9 0.6
H -1.53477 1.35843 -1.36008 0.0 -0.3 0.3
C -0.80950 -1.76019 0.55620 -2.2 -0.9 -0.6
C -2.00560 -1.52013 -0.04733 1.5 -1.8 1.0
H 0.03374 -2.17913 -0.00126 -0.2 0.5 0.1
H -2.13765 -1.71910 -1.11418 0.1 0.3 0.3
H -0.72635 -1.74489 1.64670 0.1 0.2 -0.4
H -2.90949 -1.35450 0.54455 0.4 0.3 -0.2
```
Positions in Å, forces in eV/Å.

## Properties
Orbital gap (spin up / spin down): 5.4 / 5.4 eV
ΔE to the lowest compared entry with this formula, charge and spin: 76.83 kJ/mol
⟨S²⟩: 6.03
LUMO energy (spin up / spin down): -6.10 / -6.15 eV
Net charge: +1
Spin multiplicity: 5

---

No. 3
Formula: C29H31FeN5O4PSb
Source: the Open Molecules 2025 dataset
Level of theory: ωB97M-V/def2-TZVPD

```
72
Properties=species:S:1:pos:R:3:forces:R:3
Fe 0.27499 -0.30830 -0.09260 -0.5 0.0 0.0
O 3.94334 -4.46474 -1.76013 0.2 -0.2 0.0
C 2.75459 -4.70656 -2.27521 -0.2 -0.2 0.1
O 2.52430 -5.63837 -2.99456 0.0 0.1 0.0
C 1.62917 -3.78814 -1.90072 0.0 0.1 -0.1
C 0.33783 -3.98363 -2.35774 0.1 -0.1 0.1
N -0.42259 -3.01914 -1.82605 -0.2 0.1 -0.1
N 0.28476 -2.18883 -1.05923 0.4 0.0 0.1
C 1.54491 -2.63910 -1.10039 0.0 -0.1 0.0
C 2.58187 -1.86380 -0.32511 -0.4 -0.1 -0.3
O 3.73972 -2.20963 -0.30714 0.2 0.0 0.2
O 2.08809 -0.82866 0.29349 0.1 0.1 0.2
H 3.97342 -3.69129 -1.15936 -0.1 0.2 -0.1
H -0.05707 -4.75136 -3.00365 0.0 0.0 0.0
H -1.40666 -2.84855 -1.96544 0.0 0.0 0.0
C 1.53042 -1.85617 4.83755 0.0 0.0 0.0
N 0.26249 -2.58789 4.33478 0.0 0.1 0.0
C -0.94692 -2.00013 5.09239 0.0 -0.1 0.0
N -1.00837 -0.59311 4.92988 0.0 0.0 -0.1
C 0.22383 0.03614 5.40729 0.0 -0.1 0.1
N 1.39222 -0.45487 4.68209 0.0 0.0 -0.1
C 1.40963 -0.02863 3.28169 0.1 0.1 0.1
P -0.05877 -0.65657 2.35846 0.1 -0.1 0.0
C 0.09657 -2.44372 2.84958 0.0 0.0 0.1
C -1.36524 -0.17812 3.57182 -0.1 0.0 0.1
H 2.36909 -2.24845 4.26438 0.0 0.0 0.0
H 1.62976 -2.12745 5.88803 0.0 0.0 0.0
H 0.34752 -3.57781 4.57155 0.0 0.0 0.0
H -0.79733 -2.26016 6.13983 0.0 0.0 0.0
H -1.83668 -2.49630 4.70681 0.0 0.0 0.0
H 0.34396 -0.19680 6.46611 0.0 0.0 0.0
H 0.15132 1.11603 5.29495 0.0 0.0 0.0
H 2.31934 -0.37059 2.78582 0.0 0.0 0.0
H 1.41522 1.06253 3.23701 0.0 0.0 0.0
H 0.96735 -2.88566 2.36425 0.0 0.0 0.0
H -0.78886 -3.00634 2.55241 0.0 0.0 0.0
H -2.32638 -0.61589 3.29571 0.0 0.0 0.0
H -1.48995 0.90612 3.55803 0.0 0.0 0.0
C -1.99892 6.51988 -2.22826 0.0 0.0 0.0
C -2.43755 5.88501 -1.07315 0.0 0.0 -0.1
C -1.85361 4.69329 -0.67724 0.0 -0.1 0.1
C -0.84180 4.12496 -1.44538 -0.1 0.0 -0.1
C -0.39773 4.76499 -2.59652 0.1 -0.1 -0.1
C -0.97897 5.96344 -2.98522 0.0 0.1 0.0
Sb 0.09672 2.34809 -0.79273 0.2 0.2 0.0
C -1.57208 0.88530 -0.93542 0.3 0.2 -0.1
C -1.79235 0.05443 -2.03841 0.0 0.0 -0.2
C -2.96321 -0.68934 -2.13746 -0.1 0.0 0.0
C -3.92383 -0.61137 -1.13814 0.0 0.0 0.0
C -3.71581 0.20713 -0.03117 0.0 0.0 0.0
C -2.54566 0.94194 0.07095 -0.1 -0.1 0.1
C 1.11445 1.63626 -2.50816 0.0 0.0 0.0
C 0.57082 1.66001 -3.79419 -0.1 0.1 0.0
C 1.27310 1.11982 -4.85940 0.0 0.0 0.0
C 2.52332 0.54769 -4.65125 0.0 0.0 0.0
C 3.07493 0.52404 -3.37888 0.0 0.0 -0.1
C 2.37297 1.06748 -2.30999 0.0 0.0 0.1
H -2.44937 7.45490 -2.53361 0.0 0.0 0.0
H -3.23003 6.32320 -0.48139 0.0 0.0 0.0
H -2.19700 4.21492 0.23439 0.0 0.0 0.0
H 0.39830 4.34093 -3.19581 0.0 0.0 0.0
H -0.63253 6.46334 -3.87993 0.0 0.0 0.0
H -1.06147 0.00793 -2.84176 -0.1 0.0 0.1
H -3.14425 -1.29612 -3.01795 0.0 0.0 0.0
H -4.84469 -1.17363 -1.22567 0.0 0.0 0.0
H -4.47801 0.28456 0.73393 0.0 0.0 0.0
H -2.39835 1.58804 0.93288 0.0 0.0 0.0
H -0.39798 2.11444 -3.97059 0.0 0.0 0.0
H 0.85227 1.15125 -5.85595 0.0 0.0 0.0
H 3.06883 0.12743 -5.48601 0.0 0.0 0.0
H 4.05554 0.09555 -3.21554 0.0 0.0 0.0
H 2.82306 1.05419 -1.32351 0.0 0.0 0.0
```
Positions in Å, forces in eV/Å.

## Properties
Orbital gap (spin up / spin down): 8.3 / 7.8 eV
ΔE to the lowest compared entry with this formula, charge and spin: 43.22 kJ/mol
⟨S²⟩: 6.02
LUMO energy (spin up / spin down): -5.37 / -6.05 eV
Net charge: +2
Spin multiplicity: 5

---

No. 4
Formula: C28H101N7O19
Source: the Open Molecules 2025 dataset
Level of theory: ωB97M-V/def2-TZVPD

```
155
Properties=species:S:1:pos:R:3:forces:R:3
C 1.81323 0.36753 2.97688 3.4 4.1 -4.2
C 2.61216 1.08288 1.86647 0.2 0.7 1.7
C 2.99742 2.51436 2.27781 1.5 0.0 -0.6
O 1.89496 3.39459 2.22009 3.3 0.9 2.7
C 2.17251 4.71441 2.54809 -1.0 1.7 -0.1
N 3.82957 0.34123 1.62649 0.7 0.2 5.1
H 2.38076 0.37537 3.90744 0.5 1.0 0.1
H 1.82393 -0.70617 2.78937 1.2 2.6 -4.4
H 0.81789 0.75704 3.19061 1.1 -0.4 -0.9
H 1.99411 1.10196 0.96884 -0.1 0.6 1.0
H 3.74274 2.90032 1.58237 0.2 0.0 -0.5
H 3.53510 2.58491 3.22334 -0.4 -0.4 0.5
H 1.96442 4.98123 3.58424 -0.1 -0.5 0.3
H 1.45922 5.27274 1.94179 0.1 0.4 0.0
H 3.16378 5.12056 2.34682 0.3 -0.7 -0.4
H 3.64926 -0.65134 1.67530 0.1 -0.4 0.8
H 4.12216 0.46908 0.66829 2.8 2.0 3.1
C 0.78147 -2.90351 -4.13164 0.7 -0.5 -0.4
C 1.03431 -2.04024 -2.87330 -1.2 -0.4 -1.3
C 1.27178 -0.57308 -3.35274 -2.9 -1.0 -1.8
O 2.53032 -0.48699 -3.97985 -2.1 0.3 -4.3
C 2.66240 0.74158 -4.63776 1.4 1.3 -1.0
N -0.13431 -2.02508 -2.02497 -4.2 -8.1 -5.9
H 0.91977 -3.98020 -4.03302 -0.1 -0.1 0.8
H 1.49198 -2.70883 -4.93499 0.1 0.5 0.0
H -0.21379 -2.81807 -4.56782 -0.1 0.5 0.4
H 1.82371 -2.44240 -2.23831 0.6 0.4 -0.9
H 1.12175 0.19468 -2.59371 0.1 -0.9 -2.1
H 0.50465 -0.34669 -4.09325 -0.1 -0.3 -0.4
H 1.99092 0.90435 -5.48080 -0.4 -0.6 0.0
H 3.66084 0.96078 -5.01610 0.4 -0.9 -0.1
H 2.44643 1.58731 -3.98494 1.5 -2.2 -0.5
H 0.16560 -1.60560 -1.15653 -3.5 -6.8 -3.5
H -0.46967 -2.94948 -1.79454 -0.9 -0.7 -1.4
C 1.53480 -2.93568 0.17001 0.9 -1.8 -0.3
C 2.95849 -3.20801 -0.09080 2.1 -0.6 -1.1
C 3.26351 -4.13845 -1.32371 0.2 -0.5 1.6
O 4.68327 -4.22350 -1.41526 0.4 -0.3 -1.1
C 5.11269 -5.31433 -2.26533 0.1 0.8 0.5
N 3.68623 -1.96113 -0.35397 -0.8 -2.5 3.0
H 1.03237 -2.74494 -0.77829 0.4 -0.9 1.1
H 1.42427 -2.06495 0.81632 1.3 -2.4 -0.1
H 1.13423 -3.84498 0.61814 -0.5 0.1 0.2
H 3.35281 -3.66719 0.81571 0.5 -0.2 -0.1
H 2.79797 -3.75522 -2.23173 0.4 -0.1 -0.1
H 2.91454 -5.15991 -1.17229 -0.5 -0.1 0.2
H 4.57588 -5.33447 -3.21377 -0.6 -0.3 0.2
H 5.06596 -6.22483 -1.66793 -0.3 -0.3 -0.4
H 6.14407 -5.19593 -2.59752 0.2 0.4 0.5
H 4.61234 -2.18069 -0.69188 0.2 -0.2 0.1
H 3.29325 -1.43951 -1.12441 -0.4 -3.1 2.0
C 1.30448 2.50252 -2.82771 -1.6 2.7 -3.2
C 0.01820 3.23958 -3.09115 -2.3 0.7 -1.2
C -1.04597 2.49013 -3.96517 0.8 -0.9 -1.2
O -0.55339 2.43516 -5.34013 0.2 -0.6 0.1
C -1.24892 1.57398 -6.25920 0.4 0.9 0.6
N -0.62914 3.57786 -1.82311 -2.4 5.9 -5.8
H 1.13625 1.64548 -2.17557 -0.2 1.0 -2.2
H 2.05100 3.13759 -2.35075 -1.6 0.9 -1.6
H 1.69930 2.35056 -3.83225 -1.9 1.1 1.1
H 0.16227 4.16274 -3.65250 0.6 0.2 0.0
H -2.05006 2.90620 -4.04752 0.1 0.8 0.5
H -1.23804 1.52448 -3.49748 0.6 0.1 -1.3
H -2.32875 1.62725 -6.12046 -0.1 -0.1 0.1
H -0.90911 0.53935 -6.21252 0.0 -0.2 0.3
H -1.02644 1.94821 -7.25848 0.0 0.0 0.0
H -1.37641 4.17563 -2.14613 -0.4 0.0 0.7
H -1.06797 2.71895 -1.52344 -1.0 -0.2 0.2
C -1.49748 0.02489 1.97977 2.3 -1.2 -6.9
C -1.07762 0.01587 0.49551 -0.7 0.8 -1.1
C 0.05355 -1.00842 0.15714 -2.6 4.2 3.6
O 0.73565 -0.75279 -1.08048 7.6 13.6 6.8
C 1.70636 0.28807 -1.03281 -4.0 0.3 3.4
N -2.28380 -0.15552 -0.37115 4.0 1.8 5.2
H -1.79924 -0.98889 2.24301 0.9 0.6 0.0
H -2.39155 0.58385 2.25594 3.9 -1.6 -4.6
H -0.67224 0.40027 2.58489 0.8 0.4 -5.1
H -0.66950 1.00344 0.28050 0.3 -0.7 -0.1
H -0.41172 -1.98395 0.01589 -0.2 0.3 1.0
H 0.83122 -1.02644 0.92068 -1.4 1.5 0.1
H 1.35527 1.31854 -0.97837 -1.6 -2.2 0.5
H 2.50109 0.21016 -1.77474 -4.7 0.7 0.2
H 2.29033 0.31173 -0.11275 -4.7 -1.2 -0.6
H -2.02288 0.27895 -1.24480 -1.8 -2.0 3.6
H -3.02029 0.40411 0.03442 1.3 -1.9 0.5
C -1.78172 0.79831 6.70778 1.4 1.5 1.1
C -2.05300 0.47049 5.26514 1.8 -0.8 2.3
C -0.79579 0.22564 4.35914 -1.3 -1.7 3.7
O -0.19146 -1.05459 4.68367 -0.3 0.1 1.1
C 0.82885 -1.47995 3.80027 -1.9 -3.1 3.1
N -2.87371 -0.80160 5.35529 1.4 0.4 1.8
H -1.22150 0.06936 7.29335 -0.3 -0.6 -0.3
H -2.65721 1.08931 7.28825 -0.4 -0.3 -0.2
H -1.11988 1.65513 6.83402 0.1 0.5 -0.3
H -2.59287 1.28549 4.78303 -0.5 -1.2 1.4
H -0.05050 1.02002 4.31915 -0.5 0.5 1.2
H -1.14304 0.11015 3.33240 -0.7 -0.5 5.6
H 1.66622 -0.78285 3.76929 -2.3 -3.8 4.4
H 0.39076 -1.64404 2.81577 0.1 0.1 -0.2
H 1.28446 -2.42441 4.09779 -0.6 -0.6 0.6
H -2.20623 -1.43273 5.77511 0.0 -0.5 0.1
H -3.50983 -0.54222 6.09567 -0.6 -0.5 -0.1
C -4.87425 -0.12825 0.02722 -1.4 -0.7 -2.4
C -5.53300 -1.50352 0.07888 -0.4 0.4 1.7
C -4.83803 -2.24086 1.25066 0.2 -1.1 0.5
O -3.48459 -2.55757 0.93349 0.0 -0.9 6.2
C -2.55130 -2.94212 1.99523 -2.2 -0.6 0.3
N -6.97727 -1.29725 0.27952 -0.8 -0.4 0.3
H -5.50115 0.49908 -0.60645 -0.5 0.4 0.4
H -4.00845 -0.28339 -0.61654 -1.2 -0.2 0.5
H -4.64557 0.35660 0.97627 -0.2 -0.5 0.0
H -5.45064 -2.08441 -0.83976 0.4 0.3 -0.1
H -5.21361 -3.24690 1.43758 -1.1 0.2 0.3
H -4.79349 -1.60453 2.13450 -0.5 0.0 0.2
H -2.66931 -2.25228 2.83087 0.1 -0.1 0.0
H -1.51105 -3.06158 1.69237 -0.3 0.4 -0.7
H -2.86630 -3.91865 2.36298 0.0 -0.3 0.0
H -7.27928 -0.96705 1.18498 0.7 0.6 0.3
H -7.57836 -2.10588 0.20940 0.4 -0.6 -0.6
O 3.60797 -0.77876 -2.20707 6.1 -1.9 -5.3
H 2.94816 -0.90978 -2.88803 0.5 -0.4 -1.4
H 4.26427 -0.21346 -2.61442 0.8 -0.2 -0.9
O -2.02916 1.95535 -1.71564 -1.5 0.8 -4.0
H -1.71861 1.08127 -1.95179 0.3 1.9 -1.7
H -2.55888 1.81780 -0.93033 -0.2 0.3 -0.4
O -3.38668 -0.09344 3.21000 -5.7 -2.7 -0.9
H -2.94921 -0.32584 4.02905 -1.2 -1.1 -0.4
H -3.01840 0.75810 2.97445 -3.1 -0.1 2.9
O -1.64985 2.66424 1.51056 -2.8 5.8 -0.2
H -1.57262 3.61794 1.53747 0.0 0.4 -0.1
H -0.77785 2.35984 1.25921 4.2 -1.1 -0.1
O -1.44017 -0.02507 -2.36369 2.3 -2.4 -7.3
H -2.03281 -0.64304 -2.79160 -0.4 -0.6 0.1
H -0.61569 -0.50364 -2.27757 0.1 -1.3 0.2
O 2.81038 2.17481 -1.21820 5.2 3.6 -1.0
H 3.23647 1.43438 -0.78643 1.1 0.2 1.6
H 3.34349 2.33811 -1.99626 0.4 0.4 0.1
O 3.61283 0.34673 -0.46910 10.2 2.0 0.7
H 3.55863 -0.11094 -1.30805 1.3 0.4 0.6
H 3.46158 -0.33450 0.18610 -0.1 -2.3 -0.6
O 0.36956 2.37353 1.05192 -1.2 -6.6 5.9
H 1.12877 2.59454 1.59137 -1.4 0.3 -0.1
H 0.52976 2.81705 0.21893 0.0 0.9 -1.0
O -2.54421 1.92452 3.26738 -1.6 4.3 5.0
H -2.29686 2.24274 2.39918 0.1 0.9 -0.2
H -1.83359 2.21298 3.84013 0.2 0.5 -0.3
O 0.96262 3.33326 -0.59068 6.8 4.3 -1.3
H 1.73176 2.82330 -0.84482 0.9 0.8 1.1
H 0.31923 3.15522 -1.27668 0.0 1.5 0.6
O -3.04051 1.80829 0.08403 -8.2 2.4 3.2
H -2.45850 2.13451 0.77038 0.7 0.7 0.5
H -3.71439 2.48290 0.00015 -0.7 0.4 0.1
O -2.77077 -2.12324 -0.97519 0.6 -4.9 -7.7
H -2.16290 -1.43041 -0.71690 -0.5 0.4 0.2
H -3.18422 -2.39726 -0.15652 0.4 -0.1 -1.3
```
Positions in Å, forces in eV/Å.

## Properties
Orbital gap: 6.0 eV
ΔE to the lowest compared entry with this formula, charge and spin: 6575.45 kJ/mol
LUMO energy: -0.07 eV